Entry 1:
Below is the molecule C7H12S at a distorted geometry, with properties calculated with wB97M-V/def2-TZVPD.

The geometry in XYZ format:
```
20
Properties=species:S:1:pos:R:3:forces:R:3
C 2.044479 0.416588 1.358501 2.145 -1.345 -1.037
C 1.275906 0.746230 0.333968 -0.979 1.364 -0.292
S 1.820343 0.218300 -1.388438 0.690 -0.173 1.746
C 0.098179 1.708381 0.580823 1.242 1.543 -1.245
C -1.311352 1.261656 0.293587 -1.613 -1.063 -0.673
C -1.277638 -0.086246 -0.482924 -1.169 1.007 -0.695
C -0.768852 -1.221597 -0.040859 -0.678 1.022 0.709
C -0.648473 -2.468656 -0.783678 -2.175 -2.679 -0.807
H 2.992858 -0.129681 1.093689 -0.952 0.426 0.617
H 1.891452 0.623016 2.414857 -0.348 0.180 -0.398
H 1.092609 0.824441 -2.321162 -0.654 0.528 0.465
H 0.068634 2.116830 1.571857 0.727 -0.335 0.932
H 0.378132 2.650599 0.027543 -0.425 -0.908 -0.050
H -1.899170 2.065197 -0.265953 0.792 -1.220 0.577
H -1.871375 1.117114 1.265610 0.615 0.040 -0.996
H -1.668999 -0.069998 -1.504181 0.026 0.091 0.132
H -0.424407 -1.136940 0.964547 0.480 -0.581 0.722
H -0.540576 -3.428348 -0.196324 -0.774 1.164 -0.022
H -1.475706 -2.635286 -1.582107 1.095 0.375 1.502
H 0.223959 -2.571600 -1.339357 1.955 0.565 -1.184
```
Forces are in eV/Å.

The HOMO energy is -8.56 eV. As for the SMILES: C=C(S)CC/C=C/C. The total charge is 0. The value obtained for the energy above the lowest of the compared OMol25 structures with the same formula, charge and spin is 67.1 kcal/mol.

***

Entry 2:
Below is a structure of composition C5H13NS at a distorted geometry, with properties calculated with wB97M-V/def2-TZVPD.

The geometry in XYZ format:
```
20
Properties=species:S:1:pos:R:3:forces:R:3
C -1.206778 0.619141 -1.796537 0.719 -0.257 1.267
C -1.396573 -0.205486 -0.501284 -0.254 -0.943 -1.709
C -1.106678 0.518275 0.801888 -0.249 -3.580 0.010
C -0.370037 -0.226257 1.759360 -5.212 0.822 1.215
S 1.935744 0.308590 -0.399532 -0.652 0.014 0.174
C 2.790452 -0.395649 1.025997 0.383 -0.416 0.468
N -2.705762 -0.867523 -0.413759 -0.498 0.389 0.768
H -0.113685 0.666372 -1.938568 -0.519 0.333 -0.299
H -1.644337 1.611127 -1.697045 -0.038 0.107 -0.241
H -1.670652 0.050933 -2.594933 -0.009 0.152 -0.260
H -0.740767 -1.078738 -0.634255 0.383 0.552 0.495
H 0.144214 0.375563 0.690777 4.111 0.741 -1.165
H -1.536178 1.510549 0.800319 0.511 0.269 1.032
H -0.184144 -1.291765 1.752802 0.554 0.087 -1.402
H -0.596532 0.013187 2.797670 1.302 1.205 0.047
H 2.588558 0.183660 1.941542 -0.172 -0.310 -0.037
H 3.880585 -0.394322 0.942369 -0.008 0.424 -0.332
H 2.602212 -1.472509 1.183435 -0.438 0.404 0.082
H -2.877486 -1.348506 -1.286079 0.017 -0.066 -0.034
H -3.477642 -0.219922 -0.285826 0.067 0.075 -0.080
```
Forces are in eV/Å.

The HOMO energy is -6.88 eV. The total charge is 0. The value obtained for the energy above the lowest of the compared OMol25 structures with the same formula, charge and spin is 117.2 kcal/mol.

***

Entry 3:
Below is the ion C3H9N2O2 with charge +1 at a distorted geometry, with properties calculated with wB97M-V/def2-TZVPD.

The geometry in XYZ format:
```
16
Properties=species:S:1:pos:R:3:forces:R:3
C 0.314462 0.567842 -1.268479 0.235 -0.182 -2.430
C 0.816108 -1.092750 0.445018 -0.211 -0.553 1.268
C -1.523408 -0.122663 0.168147 -4.798 0.089 -1.656
N 0.954352 1.686303 -1.315813 -0.474 -2.188 -2.558
N -0.081839 0.177897 0.007207 -1.041 -1.096 3.901
O 0.110815 -2.219035 0.619567 -1.521 0.332 1.452
O 0.233754 1.157681 0.958115 1.620 1.409 0.629
H 0.304729 -2.884838 -0.012361 0.158 -0.824 -1.169
H 1.470154 -1.250267 -0.319587 2.001 0.293 -2.275
H 1.367942 -0.886875 1.371314 -0.675 1.011 -0.224
H -2.163125 0.915505 0.240465 1.959 -2.427 -0.448
H -1.958576 -0.715770 -0.769092 1.344 1.490 1.881
H -1.896477 -0.754975 1.047738 1.659 0.932 -0.910
H 1.152025 2.260930 -0.566311 0.562 1.630 1.926
H 1.317410 1.865312 -2.250339 -0.030 0.543 0.449
H -0.418326 1.295702 1.644412 -0.789 -0.459 0.164
```
Forces are in eV/Å.

The HOMO energy is -14.17 eV. The total charge is +1. The value obtained for the energy above the lowest of the compared OMol25 structures with the same formula, charge and spin is 146.3 kcal/mol.

***

Entry 4:
Below is a cluster of 5 separate species, C36H56Br2F3N9O11S in total at a distorted geometry, with properties calculated with wB97M-V/def2-TZVPD.

The geometry in XYZ format:
```
118
Properties=species:S:1:pos:R:3:forces:R:3
C 3.274880 1.094426 4.137883 -0.866 -0.534 -0.638
C 2.298178 0.319936 3.112323 2.295 1.513 1.103
C 1.896009 1.395272 2.038785 0.663 -0.072 0.593
C 1.203144 0.913762 0.692619 -1.804 0.057 1.029
C 1.192858 -0.649840 0.669467 1.301 -0.641 -0.650
C 0.710128 -1.429684 -0.573240 -0.235 -2.730 -1.587
C -0.158206 -1.059776 -1.655301 0.038 -0.684 -0.209
C -0.530520 -1.948676 -2.769555 1.323 -0.964 1.500
C -0.043278 -3.311621 -2.804130 0.557 1.571 1.837
C 0.807975 -3.737378 -1.693003 -0.366 1.307 0.006
C 1.190131 -2.839310 -0.632227 -1.148 0.548 -1.221
C -0.354428 1.342668 0.867891 -0.277 -0.506 -1.521
C -1.061958 0.855755 2.166353 -1.081 0.787 -0.269
C -2.639804 0.719523 2.036320 -0.010 -0.317 0.474
O -3.282194 0.565911 3.054321 0.781 0.187 -0.374
N -3.330164 0.776485 0.754097 -0.503 0.323 0.721
C -3.882269 -0.543494 0.351668 0.146 0.087 -1.073
C -4.494231 1.697418 0.972639 -0.199 0.612 -0.124
C -0.594087 2.881631 0.558025 0.713 -0.979 0.874
O -1.920180 3.330007 0.677462 0.390 -0.268 0.111
S -0.265277 2.945418 -1.285031 -4.651 1.233 -2.557
O -1.514877 2.454913 -1.874994 1.926 -0.742 0.992
O -0.062995 4.299023 -1.790334 1.853 -1.095 1.309
O 0.856434 1.832976 -1.672035 -0.905 0.580 1.245
C 1.841312 1.553469 -0.634483 2.024 1.579 0.650
C 2.532309 2.986783 -0.376012 1.054 -0.848 0.650
C 2.984964 3.726848 -1.684514 0.538 -0.367 0.087
C 3.506684 5.187167 -1.484481 0.320 -0.140 -0.911
F 4.822295 5.269799 -1.995197 -1.458 -0.196 0.463
Br 3.639714 5.826920 0.369084 -0.098 -0.234 -0.411
C 2.707819 6.294943 -2.290697 1.100 1.704 0.594
F 3.504274 7.446764 -2.214893 -1.075 -1.208 -0.111
F 1.527019 6.640061 -1.702726 1.102 -0.785 -0.911
Br 2.564539 5.927681 -4.218047 -0.251 -0.056 1.051
C 2.991822 0.718724 -1.302998 -0.595 -1.052 -3.258
C 2.695591 0.520502 -2.918636 2.776 -0.878 -0.758
C 3.975877 0.017785 -3.753431 -2.933 2.997 1.096
O 3.396209 1.445435 -3.809325 -0.333 -2.314 1.249
O 1.241330 -0.171693 3.928564 0.510 -0.630 -0.909
C 1.377974 -1.534657 4.324500 -1.210 -1.655 -0.127
C 0.035972 -2.269571 3.922470 -0.342 0.229 0.625
C -1.173822 -1.771859 4.592791 -0.321 -2.054 -1.944
C -2.434302 -2.379889 4.221314 1.419 -0.454 -0.596
C -2.488385 -3.454330 3.220532 1.662 0.807 0.432
C -1.274363 -3.924458 2.583848 0.501 1.376 0.939
C 0.027432 -3.327094 2.932314 -2.296 0.909 0.984
H 4.286822 1.273661 3.680789 -0.967 -0.068 0.594
H 3.326118 0.445628 5.044684 0.296 0.639 -0.635
H 2.751668 2.045845 4.403758 0.693 -0.610 -0.058
H 2.982558 -0.476919 2.698959 -1.252 0.424 0.132
H 1.257054 2.150987 2.583437 0.523 -0.767 -0.626
H 2.878329 1.932332 1.906136 -1.039 -0.578 -0.318
H 0.713198 -1.150202 1.552752 0.234 0.978 -0.652
H 2.281800 -0.951060 0.760473 -1.127 0.206 -0.028
H -0.587768 -0.039496 -1.679939 0.296 -0.811 -0.107
H -1.184590 -1.555351 -3.582625 0.641 -0.310 0.804
H -0.287648 -4.022936 -3.620331 0.251 0.717 0.669
H 1.193898 -4.785194 -1.655689 -0.436 1.064 -0.112
H 1.846589 -3.259772 0.172570 -0.624 0.616 -0.773
H -0.910157 0.828006 0.028696 0.460 0.525 0.896
H -0.783778 -0.148709 2.559209 0.242 0.846 -0.446
H -0.899641 1.605165 2.987467 -0.183 -0.878 -0.450
H -4.747584 -0.325052 -0.334203 0.826 -0.279 0.673
H -3.113389 -1.053809 -0.283889 -0.645 -0.014 0.815
H -4.258695 -1.161136 1.206494 0.424 0.413 -0.588
H -4.813599 2.176491 0.004701 0.378 -0.778 0.804
H -5.347293 1.134264 1.441669 0.673 0.706 -0.323
H -4.192435 2.550137 1.634877 -0.401 -0.868 -0.515
H 0.053278 3.573228 1.151030 0.000 -0.586 -0.718
H -2.126927 3.496380 1.617547 0.329 0.122 -0.582
H 3.509811 2.720309 0.124808 -1.098 0.485 -0.193
H 1.981423 3.607136 0.366845 0.213 -0.308 -0.865
H 2.253644 3.708746 -2.525141 0.387 0.109 0.879
H 3.879702 3.158418 -2.067781 -0.912 0.708 0.220
H 3.118841 -0.347298 -1.021382 -0.415 0.811 0.446
H 4.009647 1.185443 -1.270724 -1.071 -0.169 0.241
H 1.675313 0.102900 -3.227611 1.622 0.912 0.461
H 3.812854 -0.410150 -4.762704 0.393 -0.206 1.134
H 4.930272 0.001408 -3.186771 -0.676 -0.228 -0.789
H 2.196120 -2.109374 3.819918 -0.322 0.879 0.196
H 1.556506 -1.635165 5.434082 -0.249 0.360 -1.001
H -1.136604 -0.930870 5.328072 0.063 -0.930 -0.795
H -3.356860 -2.004834 4.716959 0.730 -0.441 -0.602
H -3.464270 -3.907551 2.926314 0.975 0.479 0.371
H -1.296473 -4.715339 1.800394 -0.125 0.681 0.819
H 0.978679 -3.641977 2.436893 -1.040 0.226 0.523
N 0.616510 -5.779313 5.105229 -0.038 0.393 -0.038
C 0.403499 -7.069324 4.724237 -0.129 0.014 -0.122
N 1.078103 -8.002593 5.456192 0.141 -0.427 0.107
O -0.332771 -7.368212 3.800566 0.059 -0.007 0.036
H 1.218298 -5.513139 5.861800 -0.041 -0.063 -0.009
H 0.134244 -5.061632 4.587171 0.029 -0.053 0.091
H 0.945368 -8.965912 5.203645 0.007 0.101 0.020
H 1.688311 -7.778925 6.219537 -0.045 0.022 -0.038
N -0.180281 -2.599016 -7.690018 -0.061 -0.334 -0.244
C 0.243291 -1.970509 -6.557373 0.097 -0.014 0.073
N -0.136526 -0.665740 -6.449825 -0.041 0.309 0.226
O 0.910319 -2.531445 -5.705092 -0.004 0.021 -0.064
H -0.729248 -2.155798 -8.402525 0.032 0.008 0.049
H 0.080910 -3.562625 -7.803853 -0.021 0.096 0.013
H 0.158068 -0.168758 -5.626904 -0.019 -0.012 -0.096
H -0.684636 -0.184918 -7.138410 0.035 -0.028 0.021
N -4.909563 -5.592871 -3.463877 -0.357 -0.292 -0.038
C -3.660063 -5.198726 -3.083526 0.144 -0.047 0.101
N -3.306805 -3.946889 -3.487959 0.257 0.304 -0.081
O -2.917813 -5.912162 -2.432157 -0.041 0.008 -0.048
H -5.536063 -5.022109 -3.999462 0.053 0.001 0.033
H -5.205014 -6.511227 -3.183329 0.037 0.094 -0.020
H -2.390570 -3.620958 -3.224956 -0.185 -0.012 0.054
H -3.902824 -3.344783 -4.024451 -0.012 -0.055 0.041
N -1.179107 7.091559 -0.261810 0.209 -0.285 0.080
C -2.323139 7.528097 0.329783 0.029 -0.210 -0.016
N -2.503332 8.880110 0.300219 -0.251 0.401 0.111
O -3.127576 6.770707 0.848036 0.007 0.068 0.083
H -0.505839 7.697488 -0.692128 -0.042 -0.041 -0.011
H -1.011427 6.098848 -0.261030 -0.021 0.075 -0.216
H -3.337889 9.240256 0.727818 0.081 -0.044 -0.052
H -1.855947 9.520220 -0.119743 -0.010 -0.070 -0.001
```
Forces are in eV/Å.

The HOMO energy is -8.83 eV. As for the SMILES: C[C@H](C[C@@]1(Cc2ccccc2)[C@@H](CC(=O)N(C)C)[C@H](O)S(=O)(=O)O[C@]1(CC[C@](F)(Br)C(F)(F)Br)C[C@@H]1CO1)OCc1ccccc1.NC(N)=O.NC(N)=O.NC(N)=O.NC(N)=O. The total charge is 0.

***

In order of appearance, E_tot = -18286.32093; -17716.17065; -10320.50902; -233243.08457 eV.